Entry 1:
ORCA calculation (wB97M-V/def2-TZVPD) on a structure of composition C21H18BrCoN3O2.

Properties
* DFT total energy: -138304.5044 eV
* 2S+1: 4
* LUMO level (spin up / spin down): 0.00474 / 0.00004 Ha
* energy relative to the best compared isomer or geometry (same formula, charge and spin): 19.4 kcal per mole
* HOMO level (spin up / spin down): -7.45 / -7.44 eV

Atoms and positions in Å:
Co  0.189  -0.077  0.121
O  2.015  -0.440  0.423
C  2.778  0.085  1.311
C  4.140  0.325  1.006
C  4.995  0.856  1.932
C  4.544  1.164  3.221
C  3.236  0.936  3.556
C  2.319  0.414  2.626
C  0.947  0.313  2.975
N  0.008  -0.155  2.212
C  -1.356  -0.075  2.692
C  -2.314  -0.473  1.561
N  -1.862  0.190  0.362
C  -2.614  1.067  -0.199
C  -2.191  2.031  -1.158
C  -3.140  2.855  -1.783
C  -2.766  3.970  -2.489
C  -1.411  4.317  -2.549
C  -0.453  3.510  -1.993
C  -0.796  2.300  -1.336
O  0.128  1.535  -0.896
H  4.468  0.066  0.010
H  6.028  1.039  1.676
H  5.225  1.583  3.944
H  2.892  1.144  4.560
H  0.675  0.706  3.959
H  -1.487  -0.744  3.550
H  -1.587  0.949  3.019
H  -2.266  -1.556  1.422
H  -3.340  -0.185  1.826
H  -3.652  1.173  0.138
H  -4.186  2.593  -1.696
H  -3.512  4.585  -2.973
H  -1.121  5.236  -3.040
H  0.598  3.755  -2.039
Br  2.730  -2.308  -1.481
C  1.108  -2.897  -0.734
C  1.072  -4.186  -0.229
C  -0.155  -4.733  0.104
C  -1.297  -3.981  -0.158
C  -1.152  -2.683  -0.599
N  0.039  -2.101  -0.819
H  1.986  -4.749  -0.123
H  -0.219  -5.728  0.518
H  -2.281  -4.398  -0.012
H  -2.014  -2.066  -0.811

Entry 2:
ORCA calculation (wB97M-V/def2-TZVPD) on a structure of composition C10H10BF2IrN2O5S.

Properties
* DFT total energy: -43531.3906 eV
* 2S+1: 2
* total charge: +1
* LUMO level (spin up / spin down): -0.16341 / -0.23843 Ha
* energy relative to the best compared isomer or geometry (same formula, charge and spin): 1.0 kcal per mole
* HOMO level (spin up / spin down): -13.70 / -13.69 eV

Atoms and positions in Å:
Ir  -0.478  0.375  -0.006
N  -0.668  -1.321  -1.160
C  0.544  -1.643  -1.971
C  1.771  -1.813  -1.092
C  2.310  -0.507  -0.542
O  3.447  -0.163  -0.642
O  1.425  0.277  0.130
H  -0.922  -2.136  -0.606
H  -1.451  -1.125  -1.796
H  0.682  -0.835  -2.690
H  0.343  -2.555  -2.532
H  2.574  -2.270  -1.667
H  1.553  -2.483  -0.255
F  0.228  -0.727  2.621
B  -0.776  -0.336  1.894
F  -2.002  -0.293  2.346
O  -2.541  0.521  -2.615
C  -2.487  1.429  -1.824
N  -2.254  1.200  -0.440
S  -2.006  2.623  0.378
O  -0.595  2.336  0.825
O  -2.913  2.979  1.402
C  -2.118  3.662  -1.021
C  -2.017  5.038  -1.076
C  -2.254  5.628  -2.311
C  -2.600  4.864  -3.424
C  -2.714  3.483  -3.343
C  -2.472  2.885  -2.117
H  -1.765  5.626  -0.205
H  -2.175  6.703  -2.405
H  -2.787  5.358  -4.367
H  -2.987  2.883  -4.200

Entry 3:
ORCA calculation (wB97M-V/def2-TZVPD) on a structure of composition C29H44BrN3NiP2 at a distorted geometry.

Properties
* DFT total energy: -164902.9358 eV
* 2S+1: 3
* total charge: +2
* LUMO level (spin up / spin down): -0.20267 / -0.27457 Ha
* energy relative to the best compared isomer or geometry (same formula, charge and spin): 52.6 kcal per mole
* HOMO level (spin up / spin down): -13.66 / -13.66 eV

Atoms and positions in Å:
C  2.437  4.322  -1.291
C  1.434  3.709  -2.083
C  1.647  3.629  -3.497
C  2.638  4.470  -4.025
N  3.466  5.135  -3.257
C  3.399  5.097  -1.948
C  0.247  3.285  -1.362
C  -0.445  2.394  -0.818
C  -1.619  2.226  0.009
C  -1.946  1.020  0.758
C  -3.225  0.788  1.245
C  -4.211  1.727  0.961
C  -3.911  3.033  0.460
C  -2.602  3.340  0.010
Ni  -0.885  -1.189  0.188
P  1.463  -0.683  -0.368
H  0.981  3.097  -4.178
H  2.336  4.382  -0.204
H  2.781  4.583  -5.102
H  4.130  5.679  -1.387
H  -2.366  4.350  -0.398
H  -1.243  0.176  1.167
H  -4.772  3.740  0.420
H  -3.485  -0.161  1.759
C  2.247  -2.394  -0.277
C  3.581  -2.696  -0.976
H  1.482  -3.071  -0.696
H  2.309  -2.647  0.795
H  3.898  -3.731  -0.774
H  3.507  -2.609  -2.066
H  4.387  -2.035  -0.638
C  1.850  -0.182  -2.146
C  3.211  0.359  -2.602
H  1.093  0.588  -2.329
H  1.589  -1.049  -2.768
H  3.221  0.454  -3.700
H  3.416  1.365  -2.217
H  4.057  -0.290  -2.345
C  2.573  0.557  0.510
C  4.091  0.355  0.620
H  2.138  0.643  1.514
H  2.374  1.519  0.019
H  4.546  1.156  1.226
H  4.363  -0.596  1.092
H  4.589  0.408  -0.357
Br  -6.077  1.238  1.286
P  -1.787  -1.729  -1.707
C  -0.729  -2.626  -2.893
C  -1.090  -3.952  -3.562
H  0.231  -2.762  -2.374
H  -0.562  -1.862  -3.667
H  -0.182  -4.292  -4.092
H  -1.376  -4.734  -2.846
H  -1.906  -3.855  -4.292
C  -2.917  -2.892  -0.834
C  -4.307  -3.333  -1.276
H  -3.013  -2.440  0.168
H  -2.265  -3.768  -0.719
H  -4.725  -3.921  -0.443
H  -4.991  -2.501  -1.479
H  -4.267  -3.973  -2.164
C  -2.612  -0.561  -2.817
C  -3.249  -0.943  -4.171
H  -1.850  0.215  -3.035
H  -3.354  -0.101  -2.145
H  -3.812  -0.061  -4.515
H  -2.508  -1.166  -4.951
H  -3.931  -1.800  -4.124
C  -0.353  0.784  3.881
C  -0.427  -0.683  3.626
N  -0.524  -1.397  2.489
C  -0.241  -2.712  2.844
C  -0.156  -2.831  4.215
N  -0.298  -1.542  4.663
H  -1.406  1.197  3.731
H  0.004  0.908  4.943
H  0.383  1.245  3.143
H  -0.090  -3.467  2.065
H  -0.014  -3.691  4.872
H  -0.242  -1.268  5.661

Entry 4:
ORCA calculation (wB97M-V/def2-TZVPD) on a structure of composition C47H47N4O5TeV.

Properties
* DFT total energy: -98671.9485 eV
* 2S+1: 3
* total charge: +2
* LUMO level (spin up / spin down): -0.19894 / -0.20033 Ha
* energy relative to the best compared isomer or geometry (same formula, charge and spin): 0.0 kcal per mole
* HOMO level (spin up / spin down): -12.67 / -12.87 eV

Atoms and positions in Å:
V  0.994  0.798  -0.571
C  -5.796  0.397  1.366
C  -4.408  0.329  0.780
C  -3.922  -0.845  0.204
C  -2.675  -0.904  -0.396
C  -2.112  -2.149  -1.031
O  -1.637  -2.110  -2.147
C  -2.059  -3.402  -0.221
C  -2.218  -3.399  1.164
C  -2.083  -4.576  1.884
C  -1.794  -5.764  1.226
C  -1.639  -5.776  -0.156
C  -1.767  -4.599  -0.874
C  -1.856  0.231  -0.400
O  -0.674  0.179  -0.978
C  -2.291  1.403  0.235
C  -3.577  1.434  0.789
C  -1.413  2.577  0.297
N  -0.120  2.495  0.194
C  0.669  3.741  0.161
C  0.841  4.256  -1.264
Te  1.252  2.694  -2.692
C  -0.698  2.715  -3.508
C  -1.128  3.904  -4.088
C  -2.407  3.981  -4.619
C  -3.243  2.871  -4.584
C  -2.795  1.682  -4.026
C  -1.517  1.594  -3.485
C  -2.104  3.895  0.451
C  -2.796  4.390  -0.650
C  -3.462  5.604  -0.556
C  -3.462  6.307  0.641
C  -2.791  5.800  1.745
C  -2.107  4.596  1.652
H  -6.179  -0.597  1.594
H  -6.489  0.864  0.664
H  -5.812  0.986  2.282
H  -4.542  -1.736  0.214
H  -2.440  -2.474  1.683
H  -2.211  -4.571  2.959
H  -1.697  -6.683  1.789
H  -1.427  -6.704  -0.668
H  -1.645  -4.584  -1.950
H  -3.928  2.349  1.253
H  1.641  3.530  0.599
H  0.206  4.525  0.757
H  1.640  4.991  -1.324
H  -0.080  4.709  -1.630
H  -0.474  4.768  -4.137
H  -2.743  4.904  -5.073
H  -4.238  2.931  -5.003
H  -3.438  0.811  -4.009
H  -1.188  0.665  -3.043
H  -2.815  3.824  -1.576
H  -3.992  5.993  -1.416
H  -3.993  7.247  0.717
H  -2.801  6.340  2.682
H  -1.583  4.199  2.514
O  0.890  -4.936  3.367
C  0.682  -3.685  3.978
C  0.730  -2.612  2.928
C  0.365  -1.305  3.237
C  0.464  -0.336  2.261
N  0.899  -0.607  1.026
C  1.212  -1.873  0.702
C  1.148  -2.891  1.635
C  1.631  -2.081  -0.703
C  1.780  -3.338  -1.255
C  2.159  -3.462  -2.583
C  2.300  -4.811  -3.227
O  2.086  -5.808  -2.255
C  2.393  -2.303  -3.313
C  2.212  -1.082  -2.703
N  1.836  -0.960  -1.422
H  0.964  -5.618  4.041
H  1.461  -3.465  4.718
H  -0.282  -3.634  4.496
H  0.000  -1.043  4.221
H  0.185  0.692  2.455
H  1.405  -3.907  1.377
H  1.580  -4.231  -0.684
H  3.298  -4.884  -3.673
H  1.570  -4.876  -4.042
H  2.189  -6.676  -2.657
H  2.694  -2.345  -4.352
H  2.365  -0.164  -3.255
O  2.725  1.445  0.167
C  3.693  1.736  0.895
C  3.548  1.950  2.365
C  4.337  0.777  3.021
C  4.429  -0.527  2.190
C  5.544  -0.588  1.121
C  5.325  0.316  -0.094
N  4.948  1.658  0.416
H  2.490  1.925  2.619
H  3.958  2.911  2.680
H  3.870  0.561  3.981
H  5.351  1.112  3.253
H  3.460  -0.749  1.732
H  4.616  -1.342  2.889
H  5.658  -1.617  0.775
H  6.494  -0.321  1.595
H  4.511  -0.041  -0.722
H  6.219  0.399  -0.708
H  5.632  1.994  1.083

Entry 5:
ORCA calculation (wB97M-V/def2-TZVPD) on a cluster of 9 separate species, C6H29NO9 in total at a distorted geometry.

Properties
* DFT total energy: -26606.9383 eV
* LUMO level: -0.00009 Ha
* energy relative to the best compared isomer or geometry (same formula, charge and spin): 134.8 kcal per mole
* SMILES string: N/C=C/CCCCO.O.O.O.O.O.O.O.O
* HOMO level: -9.21 eV

Atoms and positions in Å:
N  3.125  0.652  1.091
C  2.562  -0.189  0.033
C  1.454  0.015  -0.708
C  1.059  -0.438  -2.053
C  1.419  -1.892  -2.334
C  0.292  -2.946  -1.960
C  0.379  -3.272  -0.429
O  -0.067  -2.122  0.281
H  2.506  1.164  1.698
H  3.359  0.063  1.860
H  3.197  -0.901  -0.439
H  0.777  0.838  -0.336
H  0.010  -0.409  -2.190
H  1.262  0.255  -2.885
H  1.732  -2.105  -3.358
H  2.147  -2.054  -1.450
H  0.481  -3.938  -2.381
H  -0.658  -2.638  -2.381
H  1.397  -3.470  -0.258
H  -0.286  -4.124  -0.155
H  0.542  -2.012  1.046
O  3.939  2.819  -0.671
H  4.306  2.290  -1.367
H  3.779  2.191  0.035
O  0.080  1.370  3.558
H  0.807  1.445  4.224
H  -0.747  1.373  4.001
O  -3.898  0.481  -1.903
H  -3.455  -0.340  -2.165
H  -3.145  1.107  -1.689
O  -1.659  2.700  1.823
H  -0.737  2.684  2.071
H  -1.916  3.543  1.467
O  -2.575  0.616  3.493
H  -3.350  1.177  3.082
H  -2.701  -0.319  3.276
O  -2.645  3.150  -1.994
H  -2.276  2.878  -1.162
H  -2.098  3.837  -2.372
O  -1.615  -1.746  2.229
H  -0.865  -1.182  2.490
H  -1.587  -1.795  1.278
O  -1.638  0.848  -0.924
H  -1.377  0.039  -1.403
H  -1.319  0.356  -0.068